No. 1
{"formula": "C2H10N2O2", "method": "ωB97M-V/def2-TZVPD", "homo_ev": -9.180, "lumo_ev": 0.68, "multiplicity": 1, "homo_lumo_gap_ev": 9.9, "molar_mass_g_mol": 94.11, "smiles": "[H]/N=C/NC.O.O", "e_above_lowest_kj_mol": 75.4, "elements": ["C", "N", "C", "N", "H", "H", "H", "H", "H", "H", "H", "H", "O", "H", "H", "O"], "positions_angstrom": [[0.894, -1.291, -0.895], [1.125, -1.239, 0.538], [0.823, -2.367, 1.257], [1.500, -2.755, 2.254], [0.842, -0.298, -1.326], [-0.098, -1.673, -1.097], [1.596, -1.947, -1.403], [1.992, -0.806, 0.817], [-0.075, -2.870, 0.873], [1.073, -3.565, 2.688], [-6.444, -0.180, -0.138], [-5.776, 0.158, -1.439], [-6.634, 0.207, -1.000], [2.545, 5.828, -0.802], [3.740, 6.567, -0.330], [2.896, 6.229, 0.004]], "nbo_charge": [-0.414, -0.614, 0.283, -0.707, 0.207, 0.198, 0.184, 0.388, 0.136, 0.341, 0.466, 0.465, -0.931, 0.463, 0.464, -0.928]}

***

No. 2
{"formula": "C3H7O3Sn", "method": "ωB97M-V/def2-TZVPD", "homo_ev": [-6.153, -6.159], "lumo_ev": [0.29, 0.18], "multiplicity": 2, "homo_lumo_gap_ev": [6.4, 6.3], "molar_mass_g_mol": 209.80, "e_above_lowest_kj_mol": 238.4, "elements": ["C", "O", "H", "H", "H", "O", "C", "O", "C", "Sn", "H", "H", "H", "H"], "positions_angstrom": [[-2.909, 1.504, 0.565], [-1.748, 1.375, 1.191], [-3.791, 1.768, 1.161], [-3.007, 1.222, -0.494], [-0.548, -1.474, -1.349], [1.805, 0.893, 1.258], [2.010, -0.091, 0.359], [0.666, -0.561, 0.008], [0.538, -1.397, -1.122], [-0.081, 0.830, 1.155], [2.554, -0.972, 0.757], [2.490, 0.242, -0.584], [1.043, -0.957, -1.995], [0.977, -2.383, -0.912]], "nbo_charge": [-0.085, -0.980, 0.146, 0.126, 0.213, -0.910, 0.223, -0.668, -0.260, 1.511, 0.154, 0.140, 0.190, 0.199]}

***

No. 3
{"formula": "C37H61BF3OP", "method": "ωB97M-V/def2-TZVPD", "homo_ev": -8.544, "lumo_ev": 0.28, "multiplicity": 1, "homo_lumo_gap_ev": 8.8, "molar_mass_g_mol": 620.67, "elements": ["C", "C", "C", "C", "P", "C", "C", "C", "C", "C", "C", "C", "C", "C", "C", "C", "C", "H", "H", "H", "H", "H", "H", "H", "H", "H", "H", "H", "H", "H", "H", "H", "H", "H", "H", "H", "H", "H", "H", "H", "H", "H", "H", "H", "H", "H", "H", "H", "H", "H", "H", "H", "H", "B", "H", "H", "H", "H", "C", "C", "O", "C", "H", "H", "H", "H", "H", "H", "F", "C", "C", "C", "C", "C", "C", "H", "H", "H", "H", "H", "F", "C", "C", "C", "C", "C", "C", "H", "H", "H", "H", "H", "F", "C", "C", "C", "C", "C", "C", "H", "H", "H", "H", "H"], "positions_angstrom": [[-25.079, -15.079, -25.925], [-24.454, -16.457, -26.030], [-23.937, -16.970, -24.677], [-22.703, -16.218, -24.162], [-22.092, -16.891, -22.582], [-22.755, -15.709, -21.306], [-24.274, -15.867, -21.170], [-24.853, -15.365, -19.849], [-24.490, -16.166, -18.619], [-20.274, -16.719, -22.464], [-19.662, -15.382, -22.824], [-18.185, -15.269, -22.487], [-17.825, -15.530, -21.018], [-22.701, -18.549, -22.144], [-22.272, -18.960, -20.717], [-22.732, -20.388, -20.424], [-22.278, -20.828, -19.023], [-24.347, -14.277, -25.814], [-25.765, -15.034, -25.076], [-25.679, -14.818, -26.800], [-23.723, -16.544, -26.839], [-25.168, -17.222, -26.356], [-23.715, -18.029, -24.789], [-24.761, -16.842, -23.969], [-22.824, -15.140, -24.049], [-21.854, -16.382, -24.829], [-22.430, -14.722, -21.636], [-22.276, -15.887, -20.342], [-24.560, -16.921, -21.277], [-24.833, -15.458, -22.017], [-25.936, -15.310, -20.011], [-24.615, -14.307, -19.696], [-24.946, -15.753, -17.716], [-23.407, -16.172, -18.487], [-24.864, -17.193, -18.585], [-19.741, -17.548, -22.937], [-20.063, -16.952, -21.409], [-20.218, -14.535, -22.406], [-19.739, -15.166, -23.897], [-17.845, -14.265, -22.749], [-17.577, -15.930, -23.106], [-17.711, -16.596, -20.822], [-18.563, -15.140, -20.309], [-16.906, -15.021, -20.726], [-22.163, -19.215, -22.827], [-23.732, -18.678, -22.467], [-22.567, -18.189, -19.999], [-21.180, -18.991, -20.642], [-22.263, -21.023, -21.175], [-23.818, -20.474, -20.490], [-21.204, -21.026, -19.034], [-22.724, -21.805, -18.819], [-22.531, -20.144, -18.216], [-21.334, -19.028, -25.277], [-22.321, -19.608, -25.074], [-20.893, -18.618, -24.276], [-20.537, -19.768, -25.702], [-21.500, -18.179, -26.057], [-19.535, -16.176, -26.915], [-18.269, -16.436, -26.158], [-17.587, -15.511, -25.759], [-17.777, -17.862, -25.963], [-20.384, -16.701, -26.471], [-19.501, -16.517, -27.949], [-19.697, -15.101, -26.849], [-16.784, -17.805, -25.524], [-17.670, -18.345, -26.936], [-18.509, -18.406, -25.363], [-17.382, -21.602, -29.084], [-18.325, -20.716, -29.465], [-18.303, -20.251, -30.770], [-19.239, -19.262, -31.116], [-20.073, -18.695, -30.184], [-19.990, -19.103, -28.843], [-19.142, -20.139, -28.503], [-17.575, -20.688, -31.437], [-19.183, -18.927, -32.145], [-20.752, -17.872, -30.368], [-20.641, -18.610, -28.134], [-19.150, -20.451, -27.464], [-23.949, -24.741, -29.057], [-23.822, -23.606, -28.335], [-22.573, -23.019, -28.265], [-22.463, -21.864, -27.519], [-23.563, -21.259, -26.925], [-24.797, -21.909, -26.990], [-24.933, -23.102, -27.666], [-21.752, -23.493, -28.783], [-21.504, -21.382, -27.364], [-23.470, -20.285, -26.473], [-25.670, -21.455, -26.535], [-25.883, -23.616, -27.712], [-20.718, -25.690, -22.332], [-21.395, -24.635, -22.828], [-22.760, -24.499, -22.646], [-23.392, -23.363, -23.113], [-22.640, -22.364, -23.735], [-21.263, -22.484, -23.934], [-20.662, -23.649, -23.447], [-23.354, -25.304, -22.230], [-24.465, -23.306, -22.995], [-23.134, -21.514, -24.190], [-20.661, -21.717, -24.397], [-19.590, -23.815, -23.461]], "mulliken_charge": [-1.250, -0.786, 0.335, 0.482, 0.116, -0.737, -0.221, -0.817, -1.108, -1.158, -0.610, -0.455, -1.373, -0.203, -0.831, 0.179, -1.544, 0.275, 0.284, 0.442, 0.250, 0.452, -0.708, 0.527, 0.859, -1.052, 0.827, 0.341, 0.314, 0.196, 0.401, 0.320, 0.403, 0.268, 0.287, 0.511, 0.653, 0.349, 0.066, 0.500, 0.123, 0.333, 0.287, 0.400, -0.178, 0.965, 0.243, 0.313, -0.053, 0.453, 0.350, 0.424, 0.350, 2.692, -0.841, -0.614, -0.702, -0.524, -1.020, 0.971, -0.620, -0.770, -0.163, 0.462, 0.416, 0.441, 0.328, -0.161, -0.329, 0.221, -0.484, -0.304, -1.160, 0.093, -0.640, 0.440, 0.351, 0.414, 0.794, 0.332, -0.339, 0.405, -0.570, -0.024, -0.908, -0.401, -0.681, 0.482, 0.305, 0.720, 0.379, 0.456, -0.340, 0.339, -0.521, -0.700, -0.313, -0.230, -0.555, 0.426, 0.448, 0.434, 0.363, 0.410]}

***

No. 4
{"formula": "C2H2FFeLiO2", "method": "ωB97M-V/def2-TZVPD", "homo_ev": [-25.188, -25.889], "lumo_ev": [-16.66, -18.26], "multiplicity": 6, "homo_lumo_gap_ev": [8.5, 7.6], "charge": 3, "molar_mass_g_mol": 139.82, "elements": ["H", "O", "C", "C", "O", "Li", "Fe", "F", "H"], "positions_angstrom": [[-1.447, 0.810, -0.718], [-1.170, -1.213, 0.472], [-1.099, 0.016, 0.186], [0.197, 0.470, -0.470], [1.261, 0.047, 0.077], [0.317, -2.177, 0.910], [3.024, 0.466, -0.196], [-1.303, 0.895, 1.291], [0.220, 0.686, -1.552]], "nbo_charge": [0.399, -0.394, 0.353, 0.534, -0.766, 0.988, 1.869, -0.249, 0.267]}